C4H9N2S | ωB97M-V/def2-TZVPD

Last column: natural (NBO) charge in e.
Element x y z (Å)
S (-0.59133, 1.64191, -0.02741)  0.583
N (1.77052, 1.15450, 0.29341)  -0.335
N (-1.88866, 0.50518, 0.05410)  -0.388
C (3.14076, 0.83177, 0.22687)  -0.453
C (-1.48790, -0.86383, -0.00535)  -0.412
C (-3.16886, 0.82222, 0.20274)  0.030
C (0.78220, 0.53789, -0.19816)  -0.131
H (0.88020, -0.13236, -1.01897)  0.199
H (3.63444, 1.68761, -0.53916)  0.254
H (-3.43874, 1.91138, 0.44400)  0.241
H (-0.85420, -1.09642, -0.89734)  0.242
H (-2.34233, -1.40076, 0.04965)  0.227
H (-4.06711, 0.14891, -0.08690)  0.258
H (3.37885, -0.17303, -0.35550)  0.191
H (-0.91353, -0.89616, 0.94292)  0.248
H (3.55489, 0.85437, 1.23241)  0.249

## Properties
Largest force on an atom, eV Å⁻¹: 4.65
Orbital gap, eV: 8.47
Charge: +1
Total energy, eV: -18098.976
Structure (SMILES): C=[N+](C)S/C=N/C
Energy relative to the best compared isomer or geometry (same formula, charge and spin), kJ/mol: 439.0